[1]
Density functional theory data (ωB97M-V/def2-TZVPD) for a molecular structure, C44H115AgN6O20 in a non-equilibrium geometry.

Structure (XYZ):
```
186
Properties=species:S:1:pos:R:3:lowdin_spin:R:1
Ag 3.557 7.737 -2.111 0.0000
C 1.452 1.232 1.081 0.0070
C 2.783 1.753 0.386 0.0772
O 2.769 2.737 -0.670 0.8574
H 1.034 1.962 1.774 0.0016
H 1.702 0.348 1.666 -0.0009
H 0.732 1.017 0.291 0.0000
H 3.226 0.884 -0.102 0.0470
H 3.455 1.927 1.227 0.0107
C -9.779 1.245 1.775 0.0000
O -10.632 0.351 2.479 0.0000
C -11.690 0.931 3.232 0.0000
C -12.562 -0.231 3.767 0.0000
N -13.658 -0.566 2.807 0.0000
C -14.776 -1.371 3.340 0.0000
C -15.863 -1.549 2.249 0.0000
O -16.539 -0.251 2.093 0.0000
C -17.614 -0.342 1.159 0.0000
H -9.446 2.112 2.345 0.0000
H -10.290 1.692 0.922 0.0000
H -8.865 0.768 1.420 0.0000
H -12.200 1.682 2.629 0.0000
H -11.197 1.364 4.102 0.0000
H -13.084 0.150 4.644 0.0000
H -11.987 -1.141 3.937 0.0000
H -14.035 0.265 2.375 0.0000
H -15.304 -0.938 4.190 0.0000
H -14.365 -2.328 3.659 0.0000
H -16.568 -2.336 2.516 0.0000
H -15.425 -1.884 1.309 0.0000
H -18.122 0.618 1.247 0.0000
H -18.388 -1.064 1.418 0.0000
H -17.317 -0.537 0.129 0.0000
C -15.439 -3.587 -6.553 0.0000
O -14.658 -2.505 -6.783 0.0000
C -13.810 -2.540 -7.958 0.0000
C -12.568 -1.602 -7.823 0.0000
N -11.661 -1.982 -6.732 0.0000
C -10.456 -1.216 -6.890 0.0000
C -9.398 -1.511 -5.792 0.0000
O -8.201 -0.815 -6.043 0.0000
C -7.153 -1.178 -5.192 0.0000
H -16.000 -3.403 -5.637 0.0000
H -14.783 -4.455 -6.485 0.0000
H -16.224 -3.652 -7.307 0.0000
H -14.345 -2.274 -8.870 0.0000
H -13.374 -3.525 -8.123 0.0000
H -12.873 -0.560 -7.729 0.0000
H -12.022 -1.612 -8.767 0.0000
H -12.053 -1.864 -5.809 0.0000
H -10.683 -0.151 -6.865 0.0000
H -10.079 -1.499 -7.872 0.0000
H -9.256 -2.591 -5.743 0.0000
H -9.772 -1.205 -4.816 0.0000
H -7.304 -1.593 -4.195 0.0000
H -6.726 -0.189 -5.032 0.0000
H -6.475 -1.897 -5.653 0.0000
C 12.364 -1.080 0.923 0.0000
O 12.535 -2.014 -0.104 0.0000
C 11.677 -1.823 -1.214 0.0000
C 12.200 -0.600 -2.009 0.0000
N 13.283 -0.858 -2.934 0.0000
C 14.576 -1.088 -2.303 0.0000
C 15.742 -1.098 -3.359 0.0000
O 15.734 0.096 -4.082 0.0000
C 16.515 0.059 -5.238 0.0000
H 13.027 -0.246 0.692 0.0000
H 12.800 -1.305 1.896 0.0000
H 11.367 -0.642 0.981 0.0000
H 10.666 -1.671 -0.834 0.0000
H 11.611 -2.588 -1.987 0.0000
H 12.493 0.200 -1.330 0.0000
H 11.338 -0.181 -2.528 0.0000
H 13.441 -0.060 -3.532 0.0000
H 14.576 -1.879 -1.554 0.0000
H 14.834 -0.275 -1.623 0.0000
H 15.529 -1.922 -4.040 0.0000
H 16.759 -1.361 -3.070 0.0000
H 16.144 -0.478 -6.111 0.0000
H 17.488 -0.353 -4.969 0.0000
H 16.685 1.084 -5.568 0.0000
C 5.362 -7.927 -1.316 0.0000
O 5.729 -8.407 0.009 0.0000
C 5.037 -7.691 1.030 0.0000
C 5.662 -8.006 2.433 0.0000
N 5.414 -9.351 2.845 0.0000
C 6.201 -9.564 4.063 0.0000
C 5.928 -11.078 4.530 0.0000
O 6.398 -12.081 3.600 0.0000
C 6.524 -13.396 4.154 0.0000
H 5.758 -6.913 -1.377 0.0000
H 4.290 -7.830 -1.489 0.0000
H 5.764 -8.492 -2.157 0.0000
H 3.988 -7.985 1.058 0.0000
H 4.947 -6.627 0.810 0.0000
H 5.134 -7.327 3.102 0.0000
H 6.723 -7.760 2.397 0.0000
H 5.891 -9.942 2.179 0.0000
H 5.918 -8.836 4.823 0.0000
H 7.277 -9.537 3.891 0.0000
H 4.897 -11.266 4.830 0.0000
H 6.503 -11.035 5.455 0.0000
H 5.620 -13.668 4.698 0.0000
H 7.425 -13.608 4.731 0.0000
H 6.536 -14.179 3.396 0.0000
C -0.618 6.798 -3.660 0.0000
O 0.282 7.342 -4.608 0.0000
C -0.160 7.194 -5.947 0.0000
C 0.875 7.898 -6.909 0.0000
N 2.246 7.290 -6.733 0.0000
C 3.216 7.840 -7.735 0.0000
C 2.908 7.401 -9.234 0.0000
O 2.703 6.018 -9.344 0.0000
C 2.478 5.558 -10.647 0.0000
H -0.419 6.829 -2.589 0.0000
H -0.798 5.747 -3.886 0.0000
H -1.594 7.276 -3.753 0.0000
H -1.116 7.714 -6.005 0.0000
H -0.391 6.186 -6.290 0.0000
H 0.967 8.974 -6.757 0.0000
H 0.400 7.870 -7.889 0.0000
H 2.097 6.349 -7.068 0.0000
H 4.237 7.575 -7.458 0.0000
H 3.292 8.923 -7.630 0.0000
H 3.763 7.639 -9.866 0.0000
H 2.010 7.894 -9.607 0.0000
H 1.530 5.890 -11.071 0.0000
H 2.445 4.469 -10.654 0.0000
H 3.357 5.767 -11.256 0.0000
C 3.819 8.397 5.368 0.0000
C 3.436 7.660 4.110 0.0000
O 2.907 8.436 3.018 0.0000
O 5.058 9.070 5.300 0.0000
H 3.715 7.693 6.193 0.0000
H 3.017 9.097 5.600 0.0000
H 2.714 6.895 4.398 0.0000
H 4.310 7.104 3.771 0.0000
H 2.222 9.007 3.374 0.0000
H 5.224 9.258 6.227 0.0000
C -3.321 5.110 7.786 0.0000
C -2.535 5.960 8.792 0.0000
O -1.739 5.096 9.533 0.0000
O -2.542 4.734 6.731 0.0000
H -4.176 5.673 7.410 0.0000
H -3.808 4.202 8.141 0.0000
H -3.304 6.345 9.462 0.0000
H -1.961 6.739 8.290 0.0000
H -1.395 4.517 8.849 0.0000
H -2.180 3.883 6.987 0.0000
C 4.008 0.234 -6.970 0.0000
C 2.477 0.428 -6.973 0.0000
O 2.326 1.742 -6.438 0.0000
O 4.367 -1.027 -7.460 0.0000
H 4.426 0.254 -5.963 0.0000
H 4.458 1.071 -7.504 0.0000
H 1.939 -0.330 -6.404 0.0000
H 1.937 0.443 -7.920 0.0000
H 2.579 1.827 -5.515 0.0000
H 5.322 -1.116 -7.463 0.0000
C -3.309 -2.918 5.110 0.0000
C -4.420 -2.700 6.111 0.0000
O -4.332 -3.735 7.092 0.0000
O -2.007 -2.906 5.634 0.0000
H -3.369 -2.142 4.347 0.0000
H -3.666 -3.842 4.656 0.0000
H -5.380 -2.817 5.608 0.0000
H -4.414 -1.716 6.579 0.0000
H -3.436 -3.641 7.422 0.0000
H -1.949 -3.391 6.461 0.0000
C 3.353 -0.269 10.004 0.0000
C 3.443 0.743 8.799 0.0000
C 4.439 0.168 7.670 0.0000
O 5.759 -0.187 8.054 0.0000
C 6.531 0.945 8.480 0.0000
N 2.046 0.814 8.343 0.0000
H 4.340 -0.459 10.425 0.0000
H 2.810 -1.176 9.737 0.0000
H 2.779 0.018 10.884 0.0000
H 3.810 1.715 9.129 0.0000
H 4.480 0.812 6.791 0.0000
H 3.923 -0.713 7.288 0.0000
H 6.187 1.200 9.483 0.0000
H 6.461 1.846 7.870 0.0000
H 7.562 0.673 8.705 0.0000
H 1.459 0.511 9.108 0.0000
H 1.898 0.082 7.664 0.0000
```

Summary:
**Orbital gap**: 0.0965 hartree
**Spin multiplicity**: 2
**HOMO energy**: -9.3 eV
**DFT total energy**: -3724.77216 Ha
**Charge**: +1
**E_LUMO**: -6.7019 eV
**⟨S²⟩**: 0.754


[2]
Density functional theory data (ωB97M-V/def2-TZVPD) for a single C2H3BF2O molecule in a non-equilibrium geometry.

Structure (XYZ):
```
9
Properties=species:S:1:pos:R:3:mulliken_charge:R:1
O -1.596 0.120 -1.052 -0.4521
C -1.256 -0.437 -0.051 0.5070
F -1.720 -1.639 0.225 -0.2339
C 0.039 0.241 0.520 -0.4960
B 1.377 0.332 -0.394 0.4002
F 2.352 0.116 0.350 -0.1754
H -0.519 1.269 0.213 0.2807
H 0.162 -0.153 1.642 0.2136
H 1.160 0.151 -1.454 -0.0441
```

Summary:
**Orbital gap**: 0.4116 hartree
**Spin multiplicity**: 1
**Energy relative to the best compared isomer or geometry (same formula, charge and spin)**: 43.0 kcal/mol
**HOMO energy**: -10.8 eV
**DFT total energy**: -377.81066 Ha
**E_LUMO**: 0.3738 eV


[3]
Density functional theory data (ωB97M-V/def2-TZVPD) for a single C5H6O2 molecule in a non-equilibrium geometry.

Structure (XYZ):
```
13
Properties=species:S:1:pos:R:3:mulliken_charge:R:1
O 1.116 2.083 0.455 -0.5828
C 0.640 1.011 0.154 0.5315
C 1.449 -0.278 -0.068 -0.4072
O 0.681 -1.128 -0.909 -0.3056
C -0.670 -0.833 -0.820 -0.0930
C -1.190 -0.593 0.545 -0.7071
C -0.776 0.704 -0.050 -0.2976
H 1.653 -0.742 0.908 0.2359
H 2.399 -0.077 -0.562 0.3213
H -0.997 0.007 -1.496 0.3665
H -0.552 -0.896 1.372 0.2060
H -2.244 -0.743 0.727 0.2526
H -1.509 1.486 -0.257 0.4798
```

Summary:
**Orbital gap**: 0.3649 hartree
**Spin multiplicity**: 1
**Energy relative to the best compared isomer or geometry (same formula, charge and spin)**: 79.0 kcal/mol
**HOMO energy**: -9.1 eV
**DFT total energy**: -344.47606 Ha
**E_LUMO**: 0.8130 eV